The following is a DFT calculation (the ωB97M-V functional and the def2-TZVPD basis) of C31H35N5O5 in the gas phase.

XYZ file:
```
76
Properties=species:S:1:pos:R:3:forces:R:3:nbo_charge:R:1
C -6.626 -3.515 -0.514 -0.12 0.17 -0.04 -0.251
O -5.812 -4.626 -0.233 0.30 -0.19 0.07 -0.495
C -4.469 -4.424 -0.095 0.18 -0.11 0.04 0.316
C -3.703 -5.562 0.165 -0.18 -0.04 -0.02 -0.290
C -2.337 -5.449 0.318 -0.26 0.04 -0.04 -0.172
C -1.703 -4.221 0.219 0.28 0.14 0.01 -0.284
C -2.463 -3.088 -0.040 0.20 -0.46 0.11 0.178
N -1.927 -1.802 -0.152 -0.35 0.19 -0.09 -0.636
C -0.615 -1.430 -0.118 -0.16 0.19 0.08 0.799
O 0.328 -2.175 0.039 0.23 -0.24 0.00 -0.650
N -0.469 -0.057 -0.250 -0.25 0.27 -0.05 -0.656
C 0.733 0.642 -0.357 0.20 0.02 0.07 0.219
C 1.880 0.041 -0.853 0.17 0.04 -0.02 -0.225
C 3.049 0.773 -1.018 -0.30 0.39 0.06 -0.135
C 4.303 0.166 -1.550 -0.06 -0.10 -0.03 0.666
O 5.119 0.811 -2.188 0.10 0.17 -0.02 -0.637
N 4.466 -1.144 -1.259 -0.05 -0.29 0.17 -0.612
C 5.645 -1.888 -1.621 0.38 -0.22 0.19 -0.244
C 6.595 -2.074 -0.422 0.12 0.12 -0.56 0.093
C 7.238 -0.753 0.037 -0.13 -0.13 0.12 -0.443
C 7.114 -0.809 1.559 -0.13 -0.20 -0.05 -0.427
C 5.843 -1.639 1.724 0.02 0.28 0.35 -0.064
O 5.888 -2.606 0.695 -0.11 -0.18 -0.18 -0.538
C 3.053 2.130 -0.718 0.17 -0.15 -0.07 -0.184
C 1.921 2.732 -0.204 -0.08 -0.06 0.05 -0.236
C 0.757 2.003 0.007 0.15 -0.24 -0.10 0.121
N -0.422 2.577 0.537 0.05 0.04 -0.07 -0.480
C -0.745 2.171 1.895 -0.15 -0.10 0.37 -0.218
C -2.201 2.514 2.228 0.06 0.07 -0.13 -0.228
C -2.443 4.008 2.044 -0.01 -0.05 0.00 -0.404
C -2.093 4.332 0.598 0.22 0.05 0.15 -0.258
C -0.603 4.000 0.363 -0.13 0.13 -0.15 -0.205
C -2.877 3.501 -0.378 0.02 0.69 -0.56 0.293
C -3.106 3.961 -1.646 0.01 0.05 0.33 -0.315
C -3.697 3.117 -2.600 0.01 -0.29 0.15 -0.122
C -3.994 1.833 -2.272 -0.07 0.11 -0.22 -0.315
C -3.761 1.332 -0.957 0.06 0.27 -0.12 0.609
O -3.984 0.175 -0.595 -0.20 -0.39 0.08 -0.703
N -3.231 2.241 -0.035 -0.29 -0.20 -0.28 -0.387
C -3.186 1.764 1.342 0.09 -0.38 0.68 -0.226
C -3.846 -3.191 -0.195 -0.30 0.04 -0.05 -0.324
H -7.641 -3.904 -0.590 0.05 0.08 0.00 0.197
H -6.583 -2.770 0.288 0.01 -0.01 -0.04 0.176
H -6.348 -3.040 -1.460 0.00 0.00 0.04 0.177
H -4.202 -6.515 0.240 -0.06 -0.12 0.01 0.220
H -1.749 -6.332 0.518 0.05 -0.08 0.02 0.212
H -0.636 -4.139 0.336 0.02 0.01 0.00 0.250
H -2.635 -1.095 -0.345 0.22 0.06 0.01 0.433
H -1.293 0.524 -0.269 -0.01 -0.06 -0.01 0.404
H 1.830 -0.997 -1.136 0.00 -0.04 -0.02 0.247
H 3.819 -1.605 -0.639 -0.01 0.14 -0.01 0.412
H 6.160 -1.335 -2.410 -0.04 -0.14 0.02 0.233
H 5.340 -2.870 -1.994 0.04 0.08 -0.04 0.203
H 7.357 -2.814 -0.701 -0.08 0.11 0.01 0.179
H 8.269 -0.671 -0.299 0.01 0.04 -0.06 0.220
H 6.677 0.091 -0.363 0.04 0.04 -0.04 0.225
H 7.033 0.174 2.017 0.03 0.04 0.05 0.215
H 7.963 -1.338 1.993 0.00 0.01 0.06 0.202
H 5.785 -2.172 2.675 -0.03 0.07 -0.03 0.190
H 4.952 -1.002 1.617 0.07 -0.06 0.04 0.158
H 3.955 2.698 -0.880 0.08 0.04 -0.03 0.235
H 1.953 3.780 0.051 -0.03 0.10 0.04 0.213
H -0.580 1.097 1.995 0.00 0.05 0.01 0.226
H -0.090 2.681 2.622 0.02 -0.05 -0.05 0.179
H -2.392 2.218 3.264 -0.02 -0.01 -0.09 0.232
H -1.813 4.589 2.719 0.00 0.05 0.00 0.218
H -3.486 4.257 2.254 -0.02 0.03 0.05 0.216
H -2.256 5.391 0.384 -0.02 -0.11 -0.05 0.235
H -0.319 4.265 -0.657 0.01 0.03 0.08 0.223
H -0.001 4.597 1.069 0.03 -0.02 -0.04 0.178
H -2.819 4.965 -1.909 0.08 0.12 0.06 0.224
H -3.891 3.490 -3.594 -0.02 -0.01 -0.12 0.223
H -4.423 1.141 -2.979 -0.03 -0.07 -0.03 0.234
H -2.954 0.696 1.319 -0.06 0.19 0.01 0.242
H -4.198 1.861 1.755 0.11 -0.10 -0.04 0.215
H -4.405 -2.290 -0.394 -0.11 0.09 -0.03 0.229
```
Forces are in eV/Å.

Computed properties:
highest occupied orbital energy: -7.69 eV
SMILES: COc1cccc(NC(=O)Nc2cc(C(=O)NC[C@H]3CCCO3)ccc2N2C[C@H]3C[C@@H](C2)c2cccc(=O)n2C3)c1
E_tot: -1852.371306 Eh
energy above the lowest of the compared OMol25 structures with the same formula, charge and spin: 0.0 kcal per mole
E_LUMO: 0.0069 Ha